DFT (ωB97M-V/def2-TZVPD) results for 12 unconnected molecules or ions with the total composition C52H135N7O19 at a distorted geometry.

Values from the calculation:
HOMO level ... -0.2973 Eh
Charge ... 0
LUMO energy ... 0.6 eV
ΔE to the lowest compared entry with this formula, charge and spin ... 73.9 kJ/mol

Structure (XYZ):
```
213
Properties=species:S:1:pos:R:3:lowdin_charge:R:1
O 2.320 2.006 -1.783 -0.21
H 2.902 4.348 2.743 0.10
H -2.252 1.195 6.215 0.09
H 0.622 -2.908 6.870 0.08
H -3.093 0.744 -3.371 0.10
C -0.680 -5.816 1.676 -0.25
H 1.251 -2.855 1.272 0.08
C -3.936 0.497 -2.744 -0.17
H 1.595 -3.794 -2.572 0.09
C 2.467 -4.419 -2.350 -0.18
H -7.443 -1.511 -2.557 0.12
C -2.093 1.610 3.634 -0.20
C -3.713 1.001 -1.277 -0.16
H 2.613 -1.662 1.604 0.11
C 2.802 -5.111 -3.722 -0.27
H -2.874 6.512 0.538 0.10
H 3.151 -2.127 -3.112 0.11
H -1.436 8.294 1.470 0.08
H 0.819 -6.533 0.396 0.12
O 4.882 3.850 3.357 -0.08
H -0.445 1.108 -0.861 0.08
H -3.402 3.752 -6.241 0.08
H 6.383 -0.114 1.963 0.09
H -2.194 8.192 3.114 0.09
N 1.747 -5.423 1.984 -0.04
H -2.977 1.911 4.131 0.11
H 1.039 0.155 1.004 0.06
H 0.328 4.121 -1.695 0.08
H 4.340 -0.991 -1.406 0.08
C 4.428 -6.291 -4.907 -0.05
O -7.009 0.499 -2.396 -0.21
H 1.784 -6.314 2.518 0.13
O -2.462 3.702 -3.099 -0.11
O -2.296 -3.389 -2.303 -0.22
H 5.077 -5.417 -5.066 0.09
H -4.172 4.149 -4.201 0.09
C -1.522 -6.766 3.596 -0.07
C -1.388 0.792 5.657 -0.11
H -6.644 -0.762 -4.007 0.14
O -0.960 1.568 4.537 -0.20
N -2.175 3.974 3.048 -0.04
H 3.364 2.875 5.324 0.08
H -2.338 -5.506 -2.001 0.09
H -4.628 -2.188 2.579 0.08
H 4.669 -3.089 -3.536 0.13
C 1.658 -3.406 4.972 -0.28
H 2.783 1.094 -3.494 0.09
H -0.646 0.150 -4.533 0.11
H -4.938 5.513 0.617 0.13
H 5.273 -0.902 -2.952 0.14
C -3.101 4.370 -4.196 -0.30
H -3.717 2.133 -1.253 0.11
O 1.984 -1.838 -0.424 -0.12
C -2.587 3.777 -5.503 -0.08
C -0.639 -1.803 -2.732 -0.16
O -2.168 -2.918 3.443 -0.07
N -3.369 4.945 -0.813 -0.04
H -5.603 6.705 -3.567 0.08
H 1.536 -1.528 6.170 0.08
H 1.753 0.122 -2.341 0.07
H -0.718 6.949 -0.256 0.11
C 5.555 0.022 2.599 -0.23
H -2.844 4.240 -0.330 0.07
H 1.869 -1.068 -8.077 0.09
H -0.297 -0.948 0.758 0.07
O -0.612 -6.916 2.509 -0.18
H 2.896 -0.722 -6.641 0.07
C -8.190 1.056 -2.824 -0.14
C 0.688 -0.827 1.309 -0.09
H -1.025 2.529 1.986 0.11
C 0.679 -5.649 1.006 -0.21
H -0.442 8.322 2.953 0.09
H 1.575 -4.525 5.104 0.13
H 1.797 3.164 4.513 0.07
H -5.261 8.302 -2.940 0.08
H -1.249 -2.929 3.660 0.01
H 4.712 -1.846 5.089 0.06
H 2.574 2.078 0.881 0.10
H 6.046 -1.206 0.287 0.06
H 1.865 -5.679 -3.946 0.13
N -1.148 -1.901 -4.140 -0.04
O 3.861 -5.977 -3.587 -0.19
H -5.625 -1.207 -1.189 0.10
C 3.470 2.200 0.259 -0.20
H 1.338 4.943 -0.502 0.09
N -4.178 -0.938 -2.814 -0.04
H 4.561 -5.590 5.456 0.10
O 5.338 -1.247 3.198 -0.18
C -2.464 -2.359 2.195 -0.33
H 2.583 -3.153 4.395 0.06
H -2.655 -4.472 -0.546 0.08
H 3.699 -6.327 -5.682 0.07
C 4.093 -4.687 2.369 -0.25
C 3.393 1.461 -1.020 -0.25
H -9.041 0.563 -2.340 0.09
C 4.397 0.540 1.778 -0.24
H -1.330 -5.947 0.816 0.11
H -5.495 -2.436 -2.463 0.11
O -1.293 6.515 2.447 -0.23
H 7.570 -1.810 -0.217 0.10
H 0.446 3.390 -0.103 0.07
H -0.942 4.040 4.695 0.09
H 0.651 -2.159 -6.126 0.12
H -1.260 -7.632 4.214 0.10
H -3.384 -1.418 -2.439 0.06
C 4.415 -1.181 4.335 -0.07
H -1.580 2.302 -0.158 0.04
H -2.795 2.410 1.874 0.12
H -1.719 6.400 4.496 0.10
H -2.170 -1.859 -4.034 0.09
H 5.825 -4.891 4.385 0.11
O -5.579 6.854 -1.532 -0.17
C 1.942 1.095 -2.816 -0.08
C -1.208 6.097 -0.735 -0.20
H -1.778 4.381 -5.820 0.05
H 0.357 -0.720 2.387 0.10
H -8.204 2.123 -2.527 0.10
H 3.593 3.355 0.070 0.16
C 1.558 -2.638 6.344 -0.05
H -2.512 -6.841 3.210 0.08
H 2.380 -2.963 6.912 0.04
H -1.656 -1.734 1.775 0.08
C 4.705 -4.961 4.565 -0.11
H 1.546 -1.242 -4.934 0.09
C 4.910 -1.566 -2.127 -0.25
H 3.043 -4.414 0.545 0.08
C -1.963 2.643 2.521 -0.21
H -0.123 4.214 3.249 0.10
H 2.736 -2.470 -0.663 0.04
C 0.723 -1.199 -5.627 -0.25
H -6.756 5.232 -1.197 0.12
H 5.847 0.735 3.381 0.13
C -5.431 -1.394 -2.224 -0.19
C 3.094 -5.166 1.327 -0.16
H -2.348 4.668 2.326 0.09
H -6.911 7.693 -2.879 0.10
H 3.243 0.394 -0.844 0.07
H 1.020 1.473 -3.266 0.09
C -6.689 -0.784 -2.888 -0.21
O 0.913 -0.136 -6.507 -0.20
H -8.345 1.016 -3.874 0.07
C -1.353 7.927 2.494 -0.10
H -3.675 -0.702 2.850 0.07
H -1.740 -0.195 5.249 0.09
C 6.629 -1.367 -0.621 -0.10
H -1.039 -4.962 2.224 0.09
H 2.196 -5.257 -1.682 0.12
H -2.313 2.720 -5.478 0.07
H -2.086 0.621 3.127 0.11
H -2.695 4.223 -2.352 -0.02
H 0.763 -3.669 3.304 0.06
H 3.742 -3.676 2.553 0.10
N 4.657 1.783 1.071 -0.03
H -0.994 6.102 -1.792 0.12
H 0.429 -1.724 -2.744 0.07
C 4.046 -2.613 -2.766 -0.17
H -3.875 -4.630 -1.923 0.09
C 1.680 -1.887 0.996 -0.29
C 3.493 4.152 3.628 -0.29
H 3.379 -6.078 0.802 0.12
C -0.979 -3.099 -1.995 -0.23
H -4.797 1.100 -3.114 0.12
H -0.578 0.612 6.335 0.07
H -1.419 -5.759 4.033 0.09
H -1.108 -0.912 -2.233 0.12
H 3.469 0.640 2.390 0.10
C 0.448 4.324 -0.645 -0.11
H -5.076 3.858 -0.284 0.13
C -2.811 -4.575 -1.655 -0.06
O 0.507 -3.214 4.141 -0.14
H 4.127 -0.296 1.076 0.11
H -0.332 -3.934 -2.346 0.12
H 4.806 2.460 1.803 0.06
O -2.405 0.535 -0.824 -0.22
C 2.876 2.994 4.350 -0.07
H 4.383 1.573 -1.622 0.16
H 2.429 0.595 -7.732 0.09
H 5.360 4.654 3.442 0.07
H 2.918 2.065 3.761 0.06
C -1.041 6.062 3.783 -0.17
H -0.049 6.466 4.024 0.12
H 3.364 -1.322 3.985 0.08
C -3.779 -1.612 2.205 -0.06
H 4.432 -0.157 4.772 0.09
H -0.927 -2.950 -0.960 0.09
H 2.940 -4.330 -4.540 0.13
H 0.706 -4.721 0.405 0.10
H 4.998 -7.211 -4.769 0.09
C 2.108 -0.357 -7.274 -0.09
C -4.819 4.961 -0.354 -0.15
O 6.029 -2.179 -1.586 -0.16
H -5.580 4.974 -2.388 0.12
H -1.370 -0.730 -5.838 0.13
C -2.691 6.246 -0.508 -0.17
C -5.726 5.509 -1.412 -0.29
N 3.482 -3.564 -1.789 -0.08
H -4.508 0.597 -0.698 0.09
C -1.425 1.595 -0.941 -0.09
H 4.253 -4.160 -1.454 0.13
H -2.977 5.470 -4.084 0.12
O -0.641 4.964 -0.061 -0.21
H -3.923 -1.227 1.224 0.05
H 3.479 5.047 4.227 0.11
H -1.580 2.045 -1.909 0.07
O 4.113 -5.527 3.441 -0.17
C -5.846 7.407 -2.774 -0.11
C -1.024 4.488 3.761 -0.18
H 5.039 -4.786 1.874 0.13
H 6.911 -0.398 -1.056 0.10
H 4.295 -3.960 4.781 0.05
C -0.649 -0.867 -5.013 -0.21
H -2.548 -3.181 1.483 0.09
H -3.061 7.076 -1.137 0.13
```